Entry from the OMol25 dataset: a single C5H8S molecule at a distorted geometry (ωB97M-V/def2-TZVPD).

* HOMO-LUMO gap: 9.134 eV
* SMILES: CC1=CCSC1
* energy relative to the best compared isomer or geometry (same formula, charge and spin): 45.5 kcal/mol

Each line ends with the natural charge from an NBO analysis.
Atoms and positions in Å:
1 C -1.91935 -0.25571 -0.06452  -0.6459
2 C -0.40806 0.08859 -0.07837  0.0688
3 C 0.35186 1.12313 -0.19024  -0.2637
4 C 1.75316 0.93883 0.07457  -0.5848
5 S 2.04449 -0.75028 -0.15809  0.2646
6 C 0.41851 -1.29521 0.06170  -0.6058
7 H -2.66051 0.56743 0.12842  0.2224
8 H -2.09100 -1.00816 0.70155  0.2188
9 H -2.20113 -0.65492 -1.16446  0.2257
10 H -0.12229 2.02141 -0.29204  0.2165
11 H 2.00481 1.22359 1.25526  0.2072
12 H 2.54009 1.68851 -0.50000  0.2470
13 H -0.04765 -1.79407 0.98983  0.2082
14 H 0.33707 -1.89314 -0.76362  0.2209

Forces on the atoms, in the same order (eV/Å):
-0.2198 1.0726 -2.5133
-1.7837 -5.1807 -0.1356
-0.5781 0.3621 0.2870
3.8892 3.8130 2.4488
3.0656 -1.4247 0.0575
-2.6522 2.7393 2.4863
1.0272 -0.4418 -0.1531
-0.0528 -0.2243 -0.2539
0.5818 0.5346 2.6180
-0.6973 2.6991 -0.2147
-0.7580 -0.4135 -2.7763
-2.0667 -2.2139 1.0491
1.5447 0.4888 -0.9754
-1.2997 -1.8107 -1.9243

Entry from the OMol25 dataset: a single C5H8S2 molecule at a distorted geometry (ωB97M-V/def2-TZVPD).

* HOMO-LUMO gap: 8.267 eV
* SMILES: S=C1CC[C@@H](S)C1
* energy relative to the best compared isomer or geometry (same formula, charge and spin): 47.8 kcal/mol

Each line ends with the natural charge from an NBO analysis.
Atoms and positions in Å:
1 S 2.67321 -1.17189 -0.36712  0.0321
2 C 1.22434 -0.42238 -0.17411  -0.0340
3 C 0.70152 0.98109 -0.67719  -0.4997
4 C -0.65267 1.02924 -0.05472  -0.4278
5 C -1.05259 -0.36826 0.58121  -0.3072
6 S -2.09588 -1.35228 -0.61755  -0.0447
7 C 0.23480 -0.93129 0.84614  -0.5536
8 H 0.63987 1.11248 -1.83830  0.2386
9 H 1.47610 1.84263 -0.48798  0.2585
10 H -0.51587 1.70007 0.87615  0.2076
11 H -1.13724 1.43312 -0.86972  0.2367
12 H -1.68095 -0.10255 1.42081  0.2369
13 H -0.99517 -1.25106 -1.48322  0.1243
14 H 0.71503 -0.41537 1.73766  0.2578
15 H 0.46549 -2.08355 1.10795  0.2746

Forces on the atoms, in the same order (eV/Å):
-0.9735 0.7732 -0.3981
1.4435 0.3080 -0.4118
3.1378 -0.7894 -1.7972
1.3740 0.9142 3.5151
-2.6829 2.0060 -2.0460
2.0205 0.5632 -0.3428
4.0848 -2.7123 2.1193
0.1579 -0.9936 1.8680
-1.5013 -1.7015 0.3718
-0.8822 -0.4819 -1.6115
-2.8250 0.8998 -0.6598
-0.0841 -0.5263 0.2805
-1.3700 -0.4634 0.3989
-0.7776 -0.3809 -0.4232
-1.1220 2.5849 -0.8633

Entry from the OMol25 dataset: a single C5H8S2 molecule at a distorted geometry (ωB97M-V/def2-TZVPD).

* HOMO-LUMO gap: 9.047 eV
* SMILES: C[C@@]1(S)CC=CS1
* energy relative to the best compared isomer or geometry (same formula, charge and spin): 50.3 kcal/mol

Each line ends with the natural charge from an NBO analysis.
Atoms and positions in Å:
1 C 0.89278 -0.60149 1.48253  -0.6607
2 C 0.73237 0.03996 0.14043  -0.2491
3 S 2.24744 -0.06229 -0.84046  -0.0735
4 C -0.55930 -0.78939 -0.82224  -0.3974
5 C -1.65474 0.15391 -0.81360  -0.2471
6 C -1.56277 1.33158 -0.25542  -0.3424
7 S 0.06400 1.74749 0.29876  0.2359
8 H -0.13235 -0.54550 1.70340  0.2206
9 H 1.59092 -0.08996 2.10063  0.2290
10 H 1.25983 -1.61738 1.37908  0.2163
11 H 2.98521 1.12541 -0.91545  0.1596
12 H -0.58265 -1.63487 -0.24700  0.2127
13 H -0.09821 -0.99226 -1.79448  0.2343
14 H -2.79264 -0.06341 -1.10520  0.2258
15 H -2.38989 1.99820 -0.31099  0.2359

Forces on the atoms, in the same order (eV/Å):
0.1440 -0.4837 -1.5503
-1.2611 0.7193 -2.5197
1.3461 0.0753 -1.0057
4.0396 2.7992 0.2951
-4.5772 -1.0854 -0.4546
1.4731 0.3249 -0.1698
0.0737 0.2066 0.2398
-1.2333 -0.4400 2.0125
0.1212 0.7016 0.7031
-0.2133 -0.3074 -0.0492
-1.3317 -0.6890 0.6237
-0.9161 -2.4359 1.1301
-0.2995 0.0112 0.1046
2.7953 -0.1832 0.1853
-0.1609 0.7864 0.4553

Entry from the OMol25 dataset: 2 unconnected molecules or ions with the total composition C5H8Se at a distorted geometry (ωB97M-V/def2-TZVPD).

* HOMO-LUMO gap: 7.732 eV
* SMILES: CC=[Se].C=C=C
* energy relative to the best compared isomer or geometry (same formula, charge and spin): 16.5 kcal/mol

Each line ends with the natural charge from an NBO analysis.
Atoms and positions in Å:
1 C 2.09764 -1.02568 -3.02876  -0.7211
2 C 0.99867 -0.40048 -2.29565  -0.3075
3 Se 0.71586 -0.61857 -0.57684  0.1109
4 H 1.85610 -1.18549 -4.12295  0.2240
5 H 3.06827 -0.45177 -3.10682  0.2532
6 H 2.46985 -1.97542 -2.57595  0.2458
7 H 0.18599 -0.00115 -2.89691  0.1987
8 C -2.98008 -2.41160 1.50305  -0.5091
9 C -2.65006 -1.18296 1.15097  0.1132
10 C -2.29637 0.02828 0.83268  -0.4934
11 H -2.75856 -3.32964 1.01878  0.2184
12 H -3.50841 -2.56837 2.39113  0.2122
13 H -2.98424 0.67529 0.36734  0.2231
14 H -1.32680 0.36791 1.17713  0.2316

Forces on the atoms, in the same order (eV/Å):
2.1869 -0.7124 -1.8553
-0.6687 -0.7097 0.5668
0.3228 0.2827 -0.2684
-0.0021 -0.0470 1.2023
-1.1071 0.0784 0.3897
-0.6549 0.5836 -0.2463
0.2176 0.4822 0.0445
0.5731 1.6109 -0.5945
-0.2263 -1.3906 0.0526
0.4048 -0.9642 1.1208
0.3556 -0.3071 -0.9789
-0.7237 0.0540 1.4490
-0.4722 0.7617 -0.7409
-0.2058 0.2774 -0.1413